Model a:
{
  "formula": "CH4NO2S",
  "method": "ωB97M-V/def2-TZVPD",
  "species": ["C", "N", "O", "O", "S", "H", "H", "H", "H"],
  "positions_angstrom": [[0.69, 0.11, 0.36], [-0.75, -0.17, -0.37], [3.64, 1.06, -0.47], [3.38, -1.29, -0.22], [3.07, -0.01, 0.31], [-0.45, -0.50, -1.32], [0.75, -0.47, 1.39], [0.59, 1.10, 0.62], [-1.33, -0.92, 0.07]],
  "charge": -1,
  "e_homo_ev": -2.78,
  "orbital_gap_ev": 6.936,
  "lumo_ev": 4.155
}

Model b:
{
  "formula": "CH4NO2S",
  "method": "ωB97M-V/def2-TZVPD",
  "species": ["C", "N", "O", "O", "S", "H", "H", "H", "H"],
  "positions_angstrom": [[-2.17, -0.06, 2.18], [2.35, 1.00, -2.21], [0.63, -0.77, -1.98], [2.75, -0.93, -0.67], [1.70, -0.11, -1.21], [-1.43, -0.83, 1.92], [-2.41, 0.09, 3.22], [-2.99, 0.09, 1.36], [1.56, 1.51, -2.62]],
  "charge": -1,
  "e_homo_ev": [-3.71, -3.13],
  "orbital_gap_ev": [7.302, 5.657],
  "lumo_ev": [3.593, 2.527]
}

Of them, model b has the lowest stability.

Model a:
{
  "formula": "C3H3N5",
  "method": "ωB97M-V/def2-TZVPD",
  "species": ["H", "N", "C", "C", "C", "N", "N", "N", "N", "H", "H"],
  "positions_angstrom": [[-2.51, 0.71, 1.00], [-2.11, -0.20, 0.73], [-1.13, 0.00, -0.04], [-0.47, 1.24, -0.50], [0.82, 1.37, -0.23], [1.51, 0.47, 0.59], [1.40, -0.76, 0.59], [0.68, -1.38, -0.47], [-0.49, -1.08, -0.72], [-1.08, 2.00, -0.94], [1.38, 2.27, -0.43]],
  "e_homo_ev": -9.41,
  "orbital_gap_ev": 8.715,
  "smiles": "[H]/N=c1\\ccnnnn1",
  "lumo_ev": -0.696
}

Model b:
{
  "formula": "C3H3N5",
  "method": "ωB97M-V/def2-TZVPD",
  "species": ["H", "N", "C", "N", "C", "N", "C", "N", "N", "H", "H"],
  "positions_angstrom": [[-1.73, -1.56, 1.12], [-1.86, -0.50, 0.73], [-1.01, -0.27, -0.05], [-1.04, 0.92, -0.50], [0.06, 1.54, -0.33], [1.05, 1.02, 0.59], [1.58, -0.16, 0.43], [1.23, -1.21, -0.42], [-0.04, -1.22, -0.68], [0.35, 2.45, -0.73], [2.21, -0.65, 1.32]],
  "e_homo_ev": -9.89,
  "orbital_gap_ev": 8.560,
  "smiles": "[H]/N=c1/ncncnn1",
  "lumo_ev": -1.331
}

Model c:
{
  "formula": "C3H3N5",
  "method": "ωB97M-V/def2-TZVPD",
  "species": ["H", "N", "C", "N", "C", "C", "N", "N", "N", "H", "H"],
  "positions_angstrom": [[-1.25, -2.47, 0.11], [-0.72, -1.79, 0.86], [-0.79, -0.53, 0.60], [-1.25, 0.06, -0.58], [-0.35, 0.13, -1.58], [0.98, 0.21, -1.15], [1.60, 0.70, -0.10], [0.75, 1.09, 0.98], [-0.20, 0.41, 1.31], [-0.77, 0.36, -2.55], [1.72, 0.13, -2.04]],
  "e_homo_ev": -9.72,
  "orbital_gap_ev": 8.225,
  "smiles": "[H]/N=c1\\nccnnn1",
  "lumo_ev": -1.493
}

Model d:
{
  "formula": "C3H3N5",
  "method": "ωB97M-V/def2-TZVPD",
  "species": ["C", "C", "C", "H", "H", "H", "N", "N", "N", "N", "N"],
  "positions_angstrom": [[-2.00, -0.01, 0.01], [-0.07, -0.70, -0.03], [1.28, 1.08, -0.01], [-3.10, -0.03, 0.02], [1.64, -2.02, 0.08], [1.62, 2.09, -0.05], [-1.29, -1.18, -0.02], [1.25, -1.07, -0.01], [2.06, 0.03, 0.02], [-0.05, 0.67, -0.02], [-1.33, 1.13, 0.01]],
  "e_homo_ev": -9.45,
  "orbital_gap_ev": 10.393,
  "lumo_ev": 0.940
}

Of them, model c has the lowest stability.

Model a:
{
  "formula": "C5H15NS",
  "method": "ωB97M-V/def2-TZVPD",
  "species": ["C", "C", "C", "S", "H", "H", "H", "H", "H", "H", "H", "H", "C", "C", "N", "H", "H", "H", "H", "H", "H", "H"],
  "positions_angstrom": [[-1.58, 0.59, -2.00], [-0.27, 0.07, -2.61], [0.70, -0.46, -1.57], [1.60, 0.78, -0.60], [-2.06, -0.18, -1.40], [-2.29, 0.83, -2.79], [-1.42, 1.46, -1.38], [-0.47, -0.74, -3.31], [0.21, 0.88, -3.16], [1.47, -1.08, -2.04], [0.18, -1.10, -0.85], [1.14, 0.52, 0.62], [-1.17, -1.65, 2.12], [-0.92, -0.15, 2.04], [0.37, 0.23, 2.64], [-2.02, -1.92, 1.49], [-0.33, -2.15, 1.63], [-1.33, -2.02, 3.13], [-0.93, 0.15, 0.99], [-1.75, 0.39, 2.50], [0.71, -0.45, 3.30], [0.26, 1.12, 3.11]],
  "e_homo_ev": -8.57,
  "orbital_gap_ev": 9.527,
  "smiles": "CCCS.CCN",
  "lumo_ev": 0.958
}

Model b:
{
  "formula": "C5H15NS",
  "method": "ωB97M-V/def2-TZVPD",
  "species": ["C", "C", "S", "H", "H", "H", "H", "H", "C", "C", "C", "N", "H", "H", "H", "H", "H", "H", "H", "H", "H", "H"],
  "positions_angstrom": [[-1.40, -1.51, 2.70], [-0.83, -2.54, 1.71], [-0.19, -1.87, 0.18], [-2.29, -0.98, 2.30], [-0.62, -0.79, 2.93], [-1.69, -1.97, 3.68], [-1.62, -3.29, 1.53], [-0.01, -3.07, 2.19], [1.76, 2.75, -1.60], [0.83, 1.79, -0.85], [-0.57, 2.41, -0.59], [0.70, 0.59, -1.69], [2.71, 2.24, -1.83], [1.24, 3.03, -2.54], [1.99, 3.66, -1.08], [1.15, 1.42, 0.11], [-0.97, 2.73, -1.58], [-0.50, 3.21, 0.13], [-1.26, 1.65, -0.17], [1.59, 0.13, -1.90], [-1.01, -0.44, -0.83], [0.33, 0.83, -2.62]],
  "e_homo_ev": -8.21,
  "orbital_gap_ev": 8.382,
  "lumo_ev": 0.174
}

Of them, model b has the lowest stability.

Model a:
{
  "formula": "C4H8N2",
  "method": "ωB97M-V/def2-TZVPD",
  "species": ["C", "N", "C", "C", "C", "N", "H", "H", "H", "H", "H", "H", "H", "H"],
  "positions_angstrom": [[1.54, 0.26, 0.03], [1.58, -1.13, 0.35], [0.45, -1.08, -0.56], [-0.13, 0.28, -0.42], [-2.04, 0.13, 0.17], [-0.88, 0.52, 0.81], [2.21, 0.55, -0.78], [1.54, 0.96, 0.88], [1.26, -1.28, 1.30], [0.66, -1.43, -1.59], [-0.34, 0.94, -1.25], [-2.18, -0.94, 0.04], [-2.85, 0.83, 0.00], [-0.86, 1.51, 1.03]],
  "e_homo_ev": [-6.81, -7.04],
  "orbital_gap_ev": [7.524, 7.725],
  "lumo_ev": [0.719, 0.689]
}

Model b:
{
  "formula": "C4H8N2",
  "method": "ωB97M-V/def2-TZVPD",
  "species": ["C", "C", "C", "N", "N", "C", "H", "H", "H", "H", "H", "H", "H", "H"],
  "positions_angstrom": [[2.85, 0.34, 0.07], [1.97, -0.39, -0.86], [0.60, -0.52, -0.31], [-0.66, -0.63, 0.21], [-1.68, 0.23, -0.07], [-2.97, -0.08, 0.46], [2.19, 0.46, 1.06], [3.23, 1.39, -0.25], [3.74, -0.20, 0.15], [2.31, -1.04, -1.73], [-1.54, 0.96, -0.65], [-3.29, 0.52, 1.39], [-3.87, 0.10, -0.31], [-2.88, -1.14, 0.83]],
  "e_homo_ev": -8.15,
  "orbital_gap_ev": 9.165,
  "smiles": "CC=C=NNC",
  "lumo_ev": 1.013
}

Model c:
{
  "formula": "C4H8N2",
  "method": "ωB97M-V/def2-TZVPD",
  "species": ["C", "N", "C", "C", "C", "N", "H", "H", "H", "H", "H", "H", "H", "H"],
  "positions_angstrom": [[-0.45, -1.28, 0.49], [0.56, -0.28, 0.18], [0.60, 0.78, 1.17], [0.46, 0.20, -1.18], [-0.89, 0.65, -1.60], [-1.97, 0.94, -1.91], [-0.27, -1.67, 1.50], [-0.38, -2.11, -0.22], [-1.48, -0.87, 0.45], [-0.34, 1.35, 1.25], [1.41, 1.48, 0.92], [0.82, 0.35, 2.15], [0.77, -0.59, -1.88], [1.15, 1.04, -1.32]],
  "e_homo_ev": -9.31,
  "orbital_gap_ev": 10.178,
  "smiles": "CN(C)CC#N",
  "lumo_ev": 0.865
}

Model d:
{
  "formula": "C4H8N2",
  "method": "ωB97M-V/def2-TZVPD",
  "species": ["C", "C", "N", "N", "C", "C", "H", "H", "H", "H", "H", "H", "H", "H"],
  "positions_angstrom": [[-1.39, 0.92, -0.91], [-0.31, 0.82, 0.19], [1.11, 0.97, -0.16], [1.69, 0.47, 1.08], [0.68, -0.25, 0.33], [0.66, -1.68, 0.00], [-1.15, 0.38, -1.83], [-1.73, 1.93, -0.95], [-2.40, 0.36, -0.68], [-0.49, 1.42, 1.21], [1.35, 0.83, 1.96], [1.65, -1.98, -0.16], [0.18, -1.89, -0.92], [0.15, -2.27, 0.82]],
  "e_homo_ev": -9.65,
  "orbital_gap_ev": 10.723,
  "smiles": "C[C@@H]1N2N[C@@]12C",
  "lumo_ev": 1.068
}

Of them, model a has the lowest stability.

Model a:
{
  "formula": "C4H8N2",
  "method": "ωB97M-V/def2-TZVPD",
  "species": ["C", "C", "C", "N", "C", "N", "H", "H", "H", "H", "H", "H", "H", "H"],
  "positions_angstrom": [[-0.60, -0.57, -1.42], [-0.12, -0.38, 0.00], [-1.20, -0.40, 1.07], [1.27, -0.96, 0.30], [1.12, 0.29, 0.24], [1.81, 1.48, 0.17], [0.23, -0.44, -2.12], [-1.38, 0.16, -1.68], [-1.01, -1.57, -1.57], [-1.96, 0.35, 0.82], [-0.78, -0.15, 2.05], [-1.70, -1.37, 1.14], [1.51, 2.16, 0.85], [2.81, 1.38, 0.13]],
  "e_homo_ev": -9.25,
  "orbital_gap_ev": 10.102,
  "smiles": "CC1(C)N=C1N",
  "lumo_ev": 0.854
}

Model b:
{
  "formula": "C4H8N2",
  "method": "ωB97M-V/def2-TZVPD",
  "species": ["C", "C", "C", "C", "N", "N", "H", "H", "H", "H", "H", "H", "H", "H"],
  "positions_angstrom": [[1.44, -0.02, -0.25], [0.25, 0.82, 0.28], [-0.92, -0.15, 0.60], [-2.05, -0.12, -0.70], [-3.40, -0.47, -0.24], [-3.17, 0.72, -0.32], [1.27, -1.04, 0.02], [2.40, 0.38, 0.05], [1.42, -0.04, -1.29], [-0.02, 1.67, -0.30], [0.61, 1.11, 1.32], [-1.60, 0.12, 1.53], [-0.44, -1.16, 0.64], [-1.72, -0.17, -1.76]],
  "e_homo_ev": -9.93,
  "orbital_gap_ev": 10.806,
  "smiles": "CCCC1N=N1",
  "lumo_ev": 0.879
}

Of them, model b has the lowest stability.

Model a:
{
  "formula": "C4H8N2",
  "method": "ωB97M-V/def2-TZVPD",
  "species": ["C", "C", "N", "C", "C", "N", "H", "H", "H", "H", "H", "H", "H", "H"],
  "positions_angstrom": [[-1.31, 1.52, -0.41], [-0.26, 0.82, 0.39], [0.31, -0.25, -0.39], [0.74, -1.60, 0.16], [1.93, -1.00, 0.67], [2.92, -0.64, 1.14], [-2.06, 0.81, -0.71], [-0.87, 1.94, -1.32], [-1.77, 2.30, 0.18], [0.48, 1.55, 0.71], [-0.71, 0.43, 1.30], [0.75, 0.08, -1.23], [0.93, -2.39, -0.60], [0.05, -1.99, 0.92]],
  "e_homo_ev": -8.67,
  "orbital_gap_ev": 9.537,
  "smiles": "CCNCC#N",
  "lumo_ev": 0.864
}

Model b:
{
  "formula": "C4H8N2",
  "method": "ωB97M-V/def2-TZVPD",
  "species": ["C", "C", "C", "N", "C", "N", "H", "H", "H", "H", "H", "H", "H", "H"],
  "positions_angstrom": [[0.68, -0.95, -1.47], [-0.39, -0.30, -0.65], [-0.39, -0.18, 0.68], [-1.33, 0.54, 1.43], [0.69, -0.74, 1.47], [1.53, -1.19, 2.12], [0.27, -1.77, -2.07], [1.49, -1.35, -0.85], [1.12, -0.23, -2.18], [-1.22, 0.16, -1.19], [-2.23, 0.63, 0.98], [-1.44, 0.22, 2.38], [0.78, 2.79, -0.58], [0.44, 2.38, -0.07]],
  "e_homo_ev": -8.86,
  "orbital_gap_ev": 9.784,
  "smiles": "C/C=C(/N)C#N.[H][H]",
  "lumo_ev": 0.927
}

Model c:
{
  "formula": "C4H8N2",
  "method": "ωB97M-V/def2-TZVPD",
  "species": ["C", "N", "C", "C", "C", "N", "H", "H", "H", "H", "H", "H", "H", "H"],
  "positions_angstrom": [[-1.93, -0.11, -0.10], [-1.24, -0.27, 1.17], [-0.73, 0.69, 0.20], [0.57, 0.40, -0.50], [1.78, 0.09, 0.29], [1.05, -0.97, -0.40], [-2.92, 0.34, -0.05], [-1.82, -0.91, -0.84], [-0.66, -1.11, 1.13], [-0.85, 1.73, 0.50], [0.71, 0.95, -1.43], [1.73, 0.06, 1.37], [2.74, 0.39, -0.13], [1.57, -1.27, -1.21]],
  "e_homo_ev": -9.20,
  "orbital_gap_ev": 10.284,
  "smiles": "C1N[C@H]1[C@H]1CN1",
  "lumo_ev": 1.083
}

Of them, model c has the lowest stability.